[1]
30
Properties=species:S:1:pos:R:3 method="wB97M-V/def2-TZVPD" e_homo_ev=-10.6 smiles="O=S1(=O)OCCO1.O=S1(=O)OCCO1.C[SiH2]Cl" max_force_ev_per_a=1.267 charge=0
O -1.05515 -2.13581 3.47182
S -1.35936 -1.11740 2.52088
O -2.49255 -0.26389 2.66083
O -1.38622 -1.78637 1.05342
C -0.44352 -1.12630 0.19832
C 0.64505 -0.63135 1.13064
O -0.05635 -0.19547 2.30415
H -0.94946 -0.29504 -0.29858
H -0.06526 -1.82052 -0.54743
H 1.21544 0.18802 0.70918
H 1.32083 -1.43716 1.41448
O 2.82874 0.89342 -1.70553
S 3.11768 -0.48386 -1.47978
O 3.20615 -1.03813 -0.16882
O 4.45048 -0.86595 -2.29974
C 4.17419 -1.93591 -3.21204
C 2.70737 -1.77543 -3.56594
O 2.08374 -1.37707 -2.33808
H 4.35921 -2.88311 -2.70120
H 4.82107 -1.85805 -4.08159
H 2.26208 -2.69724 -3.92934
H 2.55948 -0.98179 -4.30142
C -4.07573 2.67558 2.76508
Si -4.08931 3.68359 1.16324
Cl -2.34547 3.18603 0.08375
H -3.11182 2.86768 3.23715
H -4.86327 3.07343 3.40506
H -4.14425 1.60579 2.61161
H -4.01693 5.10269 1.52831
H -5.29686 3.42961 0.37157

---

[2]
68
Properties=species:S:1:pos:R:3 method="wB97M-V/def2-TZVPD" e_homo_ev=-12.0 relative_energy_kcal_mol=146.7 max_force_ev_per_a=8.696 charge=+1
C 1.78642 1.22016 2.38984
C 0.36464 1.15561 1.51212
O 0.43769 0.15520 0.43089
C -0.56000 0.41518 -0.62743
O -1.71982 0.99137 -0.22700
C -0.21491 -0.05221 -2.16052
C 0.53640 1.12143 -3.06843
C 2.06206 1.31199 -2.49946
N 2.54313 2.74383 -2.41563
C 2.03040 3.72700 -1.58948
N 2.87520 4.41126 -0.52150
N 0.56310 4.19607 -1.67421
H 2.54966 0.45616 1.92189
H 2.21390 2.33295 2.40526
H 1.47319 0.87249 3.48679
H -0.51404 0.79863 2.22995
H 0.11293 2.24356 1.16000
H 0.52596 -0.98025 -2.17956
H -1.24081 -0.27868 -2.71173
H 0.60845 0.68857 -4.17526
H -0.09593 2.10341 -3.14355
H 2.76448 0.66466 -3.21512
H 2.17105 0.83700 -1.41836
H 3.38820 3.01337 -3.00404
H 2.56643 5.40735 -0.36113
H 3.89229 4.35685 -0.74867
H 0.02995 3.34018 -1.33538
H 0.27435 4.27220 -2.69535
C 0.45380 2.87953 -6.98011
Cl -0.13903 1.20595 -7.12898
Cl 1.87479 3.10200 -8.03169
Cl -0.83178 4.01100 -7.47173
Cl 0.91124 3.19925 -5.28808
C 0.84980 -1.73299 6.04346
Cl 1.74515 -3.19584 6.52606
Cl 1.77785 -0.28652 6.51356
Cl 0.61164 -1.73783 4.27771
Cl -0.73544 -1.71168 6.85648
C 0.31379 3.88451 7.24542
Cl 0.52050 4.88663 5.78683
Cl 1.17313 4.63956 8.61144
Cl -1.41993 3.75237 7.63451
Cl 0.98146 2.25945 6.94901
C -2.24302 -5.56633 7.89968
Cl -1.56255 -4.81508 9.36496
Cl -1.45404 -4.87785 6.45813
Cl -1.96103 -7.32496 7.94811
Cl -3.99447 -5.24747 7.82741
C 5.54783 -1.17300 1.06303
Cl 6.27207 -2.52032 0.14943
Cl 6.79222 -0.41304 2.08701
Cl 4.89661 0.03382 -0.07456
Cl 4.23043 -1.79236 2.09030
C -4.14448 0.11821 -8.72613
Cl -3.24914 -1.34463 -8.24354
Cl -3.21644 1.56469 -8.25603
Cl -4.38265 0.11337 -10.49189
Cl -5.72973 0.13952 -7.91311
C -9.00443 -0.18533 -10.57027
Cl -7.93483 -1.56036 -10.94404
Cl -10.57677 -0.42017 -11.37473
Cl -9.24813 -0.08422 -8.80816
Cl -8.25809 1.32349 -11.15412
C 1.94185 -8.52976 8.87196
Cl 1.06686 -9.85526 9.67936
Cl 2.31624 -9.00021 7.19474
Cl 0.92696 -7.06532 8.86552
Cl 3.45738 -8.19817 9.74814

---

[3]
78
Properties=species:S:1:pos:R:3 method="wB97M-V/def2-TZVPD" e_homo_ev=-8.4 smiles=CCOB(O)P(CC)C[C@H](O)C(F)(F)F.COCCNCCOC.COCCNCCOC max_force_ev_per_a=1.066 charge=0
C -0.02378 2.32434 -1.15364
C -1.39044 2.13704 -1.76581
O -1.81872 3.38203 -2.32152
B -2.84227 3.26265 -3.23417
O -2.56768 3.22628 -4.58426
P -4.69772 3.27059 -2.66555
C -4.59713 3.69264 -0.87276
C -5.88053 3.35585 -0.08621
C -5.31265 1.51703 -2.83470
C -4.96625 0.55410 -1.71523
O -3.77861 -0.12814 -2.04817
C -6.07994 -0.49034 -1.56808
F -7.19038 0.04843 -0.97648
F -5.67603 -1.54999 -0.81671
F -6.45474 -0.98391 -2.78306
H 0.30247 1.38412 -0.73117
H 0.67014 2.64453 -1.92021
H -0.07309 3.07797 -0.37826
H -2.08446 1.86565 -0.97524
H -1.34515 1.36013 -2.52220
H -2.35243 4.10684 -4.89658
H -4.48846 4.77030 -0.85856
H -3.71388 3.30852 -0.37625
H -6.18555 4.18686 0.53163
H -6.68504 3.04206 -0.73722
H -5.67640 2.52914 0.58395
H -4.85127 1.11883 -3.72843
H -6.38304 1.57055 -2.96087
H -4.86595 1.04281 -0.75184
H -3.36831 -0.44643 -1.24784
C 1.82650 -0.47368 -1.91992
O 0.92370 -1.28653 -1.18715
C -0.04289 -1.94963 -1.99759
C 0.20423 -3.44011 -1.97358
N 1.43783 -3.77422 -2.67095
C 1.87616 -5.15419 -2.48901
C 2.27542 -5.58804 -1.08239
O 3.44516 -4.96196 -0.59355
C 3.25717 -3.71068 0.04774
H 2.43516 0.07653 -1.20339
H 2.49255 -1.06907 -2.55201
H 1.28346 0.24000 -2.54337
H -0.03665 -1.56060 -3.01879
H -1.02959 -1.75009 -1.56823
H -0.63197 -3.95331 -2.45686
H 0.22625 -3.74914 -0.91902
H 2.17328 -3.16244 -2.34338
H 2.74033 -5.30764 -3.13921
H 1.08586 -5.82004 -2.84967
H 2.50741 -6.65538 -1.12721
H 1.45493 -5.47872 -0.36279
H 2.28674 -3.65273 0.54853
H 3.35490 -2.87550 -0.65068
H 4.04065 -3.60171 0.79658
C 4.93072 2.09320 5.49121
O 3.89105 1.15335 5.67726
C 2.58315 1.70480 5.59238
C 1.85502 1.18051 4.37487
N 2.43778 1.70474 3.14716
C 1.93477 1.08069 1.92629
C 2.22431 -0.39867 1.70217
O 3.59612 -0.69295 1.49285
C 4.36682 -0.90309 2.66173
H 5.87091 1.58322 5.69218
H 4.95484 2.47999 4.46652
H 4.83374 2.93330 6.18512
H 2.61707 2.79759 5.58491
H 2.03892 1.39059 6.48765
H 0.80603 1.48660 4.42834
H 1.88912 0.08300 4.41734
H 3.44044 1.57867 3.18370
H 2.36229 1.63246 1.08451
H 0.85108 1.23097 1.88440
H 1.72162 -0.69856 0.78048
H 1.81497 -1.02962 2.50094
H 3.77063 -1.33781 3.46784
H 4.83073 0.02305 3.01328
H 5.16853 -1.59763 2.40820

---

[4]
60
Properties=species:S:1:pos:R:3 method="wB97M-V/def2-TZVPD" e_homo_ev=-6.1 max_force_ev_per_a=0.943 charge=0
Na -0.15395 -0.57824 -0.20653
C -2.93839 -2.85427 0.91742
N -3.76468 -1.71995 0.49581
C -5.12122 -2.05983 0.08963
C -3.26276 -0.46612 0.40963
C -4.19213 0.61279 -0.10866
O -2.10103 -0.17186 0.71833
H -3.30391 -3.24911 1.87067
H -1.90292 -2.55408 1.01061
H -2.97753 -3.64223 0.16411
H -5.46391 -2.89727 0.69539
H -5.16472 -2.36339 -0.96021
H -5.80986 -1.23370 0.24460
H -5.00247 0.80146 0.59839
H -4.63257 0.33407 -1.06916
H -3.61004 1.52258 -0.22976
C -0.86192 3.08423 -0.32463
N -0.99404 3.10973 -1.78950
C -0.90093 4.42337 -2.42194
C -0.75061 1.89361 -2.39329
O -0.47378 0.93414 -1.66370
N -0.84173 1.70229 -3.74833
C -1.24570 2.60966 -4.80816
C -0.48521 0.38608 -4.27838
H -1.19814 4.04224 0.06416
H 0.17076 2.91274 -0.01039
H -1.47081 2.29220 0.10480
H -0.79978 5.16547 -1.63719
H -1.79505 4.68222 -2.98515
H -0.02578 4.51648 -3.06854
H -1.58993 3.56399 -4.45326
H -2.05856 2.15498 -5.38035
H -0.41229 2.77655 -5.49572
H -0.13628 -0.26403 -3.48959
H 0.30288 0.49235 -5.02862
H -1.35658 -0.06531 -4.75975
C -0.78277 -0.97769 3.65079
P 0.63388 -0.48358 2.58715
C 1.86749 -1.73065 3.14556
C 1.23491 0.97198 3.55135
H -0.51590 -0.93058 4.70842
H -1.07090 -2.00024 3.40212
H -1.63715 -0.32693 3.45365
H 1.88461 -1.81437 4.23421
H 2.85973 -1.44677 2.78977
H 1.61885 -2.69969 2.70876
H 1.33316 0.73657 4.61252
H 0.54370 1.80884 3.43201
H 2.20784 1.27779 3.16290
C 0.31817 -5.63824 -1.45121
C 1.21892 -5.09951 -0.53813
C 1.16222 -3.74262 -0.21723
C 0.22537 -2.83477 -0.75516
C -0.64500 -3.44084 -1.68954
C -0.61695 -4.79102 -2.03796
H 0.35058 -6.68932 -1.70961
H 1.96640 -5.73901 -0.07857
H 1.90484 -3.37883 0.49459
H -1.40968 -2.82848 -2.17821
H -1.32350 -5.18568 -2.76295

---

[5]
72
Properties=species:S:1:pos:R:3 method="wB97M-V/def2-TZVPD" e_homo_ev=-0.5 relative_energy_kcal_mol=6.9 max_force_ev_per_a=0.463 charge=-2
Mg 0.28620 -0.33099 0.52798
C 0.92738 -1.94159 3.89474
C -0.46526 -1.48091 3.59097
C -1.52105 -1.74297 4.45431
C -2.79714 -1.29945 4.09171
C -2.99680 -0.64460 2.90437
C -1.88084 -0.41346 2.04343
N -0.63722 -0.81883 2.44665
N -1.88558 0.16407 0.84558
Si -3.09989 0.98621 0.00685
C -3.90005 2.35588 1.02112
C -2.32173 1.76237 -1.49571
C -4.50431 -0.13051 -0.56995
H 1.60549 -1.08671 3.91983
H 1.29543 -2.57819 3.08809
H 0.95390 -2.48116 4.84345
H -1.34641 -2.27667 5.37930
H -3.64041 -1.48487 4.75107
H -3.98180 -0.31422 2.59966
H -3.12421 3.02383 1.40657
H -4.46404 1.96661 1.87395
H -4.58316 2.94699 0.40162
H -1.69373 2.60782 -1.19914
H -3.07279 2.10938 -2.21389
H -1.66242 1.03535 -1.97755
H -5.00172 -0.61536 0.27575
H -4.11581 -0.91674 -1.22332
H -5.25447 0.44161 -1.12673
C 5.00488 0.58033 0.21027
C 3.73607 0.54006 1.05195
S 2.80923 -0.94547 0.87553
C 3.43251 1.61311 1.82292
C 4.26350 2.87836 1.84230
S 2.02830 1.63084 2.89464
H 5.20798 -0.41104 -0.18947
H 5.87411 0.91511 0.78462
H 4.87745 1.26261 -0.63631
H 5.01478 2.90758 1.05395
H 4.77620 3.00249 2.80488
H 3.61517 3.74710 1.70904
C -0.14866 -0.45726 -6.33908
O -0.16037 -1.82301 -5.98223
C -0.07778 -2.10642 -4.64209
C -0.02353 -3.48408 -4.33169
C 0.06718 -3.84480 -3.01306
C 0.10119 -2.91398 -1.95570
C 0.17474 -3.33160 -0.56570
C 0.37854 -4.78507 -0.18050
O 0.09403 -2.55296 0.38426
C 0.04874 -1.50723 -2.27639
O 0.09176 -0.58674 -1.42235
C -0.04667 -1.15033 -3.66685
H -0.16206 -0.42356 -7.42692
H 0.74877 0.04324 -5.96692
H -1.02532 0.06553 -5.94719
H -0.05040 -4.21365 -5.12945
H 0.10612 -4.90222 -2.78783
H 0.36199 -5.49998 -0.99739
H -0.38429 -5.04707 0.55309
H 1.34673 -4.84162 0.32047
H -0.07069 -0.09002 -3.87179
Br 2.06448 1.79188 -2.08824
C 1.42667 2.57018 -0.43480
C 1.62662 3.92900 -0.32658
C 1.01821 4.54826 0.80687
C 0.47718 3.79506 1.78391
C 0.60268 2.31764 1.71350
N 0.79770 1.77211 0.39948
H 2.11939 4.48443 -1.10755
H 0.97922 5.63266 0.86659
H -0.00198 4.23030 2.65224
H -0.23789 1.81731 2.19489

---

[6]
55
Properties=species:S:1:pos:R:3 method="wB97M-V/def2-TZVPD" e_homo_ev="-14.4 / -14.7" relative_energy_kcal_mol=0.0 max_force_ev_per_a=0.100 charge=+2 multiplicity=5
Pd 0.06904 0.12840 -0.11496
C 0.54351 -3.13842 3.04183
C 0.96183 -2.20518 1.94420
O 0.10283 -1.49574 1.43136
C 2.38921 -2.17730 1.51967
C 3.26613 -3.07114 2.08283
C 4.63317 -3.11093 1.74203
C 5.16153 -2.21851 0.80567
C 4.33384 -1.30527 0.21694
C 2.91948 -1.23772 0.53015
O 2.25062 -0.36806 -0.07312
H -0.51371 -2.98956 3.23852
H 1.11528 -2.95529 3.95232
H 0.70642 -4.17675 2.74785
H 2.91486 -3.78261 2.81610
H 5.27164 -3.84236 2.21823
H 6.21224 -2.25370 0.55283
H 4.69061 -0.59072 -0.51290
C 0.91064 4.20644 1.80540
C 0.56106 3.02416 0.95516
N 0.48961 1.79548 1.37353
O 0.72120 1.49198 2.66191
C 0.23672 3.20599 -0.44533
C 0.04502 4.52117 -1.08938
N 0.06969 2.06316 -1.17699
O -0.24447 2.21441 -2.35974
H 1.40787 3.94851 2.73940
H 0.01490 4.78161 2.04721
H 1.59528 4.85968 1.26767
H 0.90345 2.29884 3.17448
H 0.28057 5.34907 -0.43036
H -0.99415 4.61467 -1.41816
H 0.64831 4.58172 -1.99759
N -2.59431 0.96657 1.87176
C -3.03630 0.56707 0.65838
N -4.32416 0.67898 0.39612
C -4.70544 0.25855 -0.81551
N -5.98269 0.38290 -1.14946
N -3.87820 -0.30661 -1.73209
C -2.62281 -0.35275 -1.38214
N -2.12016 0.10022 -0.22072
C -1.65258 -0.96799 -2.33194
C -2.06604 -1.48931 -3.54322
C -1.11598 -2.05293 -4.38219
C 0.20975 -2.07151 -3.98392
C 0.54347 -1.52593 -2.75539
N -0.36941 -0.99315 -1.94700
H -3.31318 1.15993 2.55167
H -1.73766 0.56415 2.21647
H -6.63561 0.77579 -0.49326
H -6.29953 0.05226 -2.04435
H -3.11221 -1.44396 -3.80618
H -1.40892 -2.46862 -5.33660
H 0.98026 -2.49593 -4.61131
H 1.56752 -1.50375 -2.40584

---

[7]
9
Properties=species:S:1:pos:R:3 method="wB97M-V/def2-TZVPD" e_homo_ev="-7.7 / -7.8" relative_energy_kcal_mol=85.4 max_force_ev_per_a=6.187 charge=0
C -0.87365 -0.74100 -0.16557
C -1.52666 0.33874 -0.02771
N 0.44068 -1.17177 -0.08719
N 1.39921 -0.29346 0.13735
O -2.20323 1.29647 -0.12349
P 1.71233 1.31165 -0.16341
H -1.58100 -1.69384 0.01791
H 2.30757 -0.84156 0.26718
H 0.32474 1.79477 0.14494

---

[8]
13
Properties=species:S:1:pos:R:3 method="wB97M-V/def2-TZVPD" e_homo_ev=-8.4 relative_energy_kcal_mol=65.7 max_force_ev_per_a=4.811 charge=0
C -0.61613 -0.23292 1.12647
C -0.37102 1.16237 1.04244
C -0.03109 -1.20333 0.23234
C 0.42767 1.59842 -0.01914
O -0.63740 -0.97178 -2.63615
P 0.23585 -0.48156 -1.55740
H -1.38655 -0.60428 1.75162
H -1.00973 1.81776 1.51093
H 0.97534 -1.60881 0.51979
H -0.56007 -2.06369 0.33899
H 0.15104 2.48782 -0.55775
H 1.32987 1.17009 -0.22818
H 1.49222 -1.07010 -1.52395

---

[9]
64
Properties=species:S:1:pos:R:3 method="wB97M-V/def2-TZVPD" e_homo_ev="-13.1 / -13.1" relative_energy_kcal_mol=2.9 max_force_ev_per_a=0.098 charge=+2
Tl 1.20491 0.33363 0.07303
C -6.67497 1.38782 2.17938
C -5.64714 2.50943 2.24668
C -5.74103 3.36715 3.49752
C -5.47401 2.53319 4.74046
C -4.20109 1.74227 4.59737
C -3.55094 1.25966 5.71874
C -2.37216 0.54018 5.59612
F -1.77938 0.09347 6.70357
C -1.79395 0.29148 4.37610
C -2.42733 0.77277 3.23409
C -1.81164 0.52232 1.92349
O -0.77183 -0.12549 1.79585
C -2.51333 1.10161 0.79639
C -3.74562 1.72101 0.98159
N -4.27809 1.92402 2.16629
C -3.63403 1.48139 3.34010
C -1.99608 0.88025 -0.58373
O -2.91314 0.21123 -1.12462
O -0.89464 1.22123 -1.01043
H -7.67785 1.80645 2.25845
H -6.53813 0.66784 2.98623
H -6.60372 0.85242 1.23264
H -5.74092 3.14623 1.36701
H -6.73208 3.81756 3.53809
H -5.01632 4.18195 3.42916
H -6.30553 1.84910 4.92737
H -5.40205 3.17256 5.62005
H -3.95350 1.44341 6.70694
H -0.86945 -0.26140 4.29177
H -4.31883 2.05637 0.12656
N 3.19853 7.93253 8.05448
C 2.85462 7.31413 7.15058
C 2.41911 6.53631 6.02195
C 1.06988 6.51407 5.67698
C 0.64763 5.75697 4.59953
C 1.57933 5.03947 3.86396
C 2.92673 5.06721 4.19035
C 3.34643 5.81073 5.27943
N 1.14081 4.26255 2.75038
C 0.24475 4.65322 1.77991
C 0.13038 3.59964 0.92791
N 0.93376 2.56752 1.36142
C 1.52519 3.00220 2.45185
H 0.35844 7.08123 6.26060
H -0.40118 5.71407 4.33780
H 3.64572 4.53072 3.58582
H 4.39301 5.84483 5.54745
H -0.18221 5.64034 1.76827
H -0.44934 3.51604 0.02484
H 2.21193 2.44706 3.07032
N 3.11221 -6.68982 -2.99018
C 3.87923 -5.92747 -3.74458
C 4.74931 -6.50981 -4.72296
C 5.52031 -5.66846 -5.48505
C 5.41329 -4.29996 -5.26406
C 4.51799 -3.81680 -4.26207
N 3.77498 -4.58696 -3.52270
H 3.10674 -7.69695 -3.06962
H 2.50574 -6.24858 -2.30969
H 4.78240 -7.58467 -4.84351
H 6.19119 -6.06031 -6.23648
H 5.99648 -3.59272 -5.83718
H 4.43718 -2.74967 -4.09124